14
Properties=species:S:1:pos:R:3 method="wB97M-V/def2-TZVPD" e_tot_ha=-630.5119 spin_multiplicity=1 e_lumo_ha=0.0331 smiles=C[C@]1(CS)CO1 homo_lumo_gap_ev=9.6
C -1.03 0.14 1.93
C -0.55 0.07 0.45
C 0.85 0.61 0.49
S 1.33 0.34 -1.18
C -1.35 -0.26 -0.72
O -0.62 -1.22 0.12
H -0.43 -0.62 2.38
H -1.03 1.11 2.38
H -2.17 -0.19 1.63
H 0.75 1.67 0.63
H 1.38 0.39 1.41
H 1.09 -1.02 -1.13
H -0.87 0.03 -1.58
H -2.54 -0.42 -0.75

14
Properties=species:S:1:pos:R:3 method="wB97M-V/def2-TZVPD" e_tot_ha=-270.4682 spin_multiplicity=1 e_lumo_ha=0.0354 smiles=CC#CCOC homo_lumo_gap_ev=10.6
C -0.28 -2.37 1.23
C -0.60 -1.34 0.24
C -0.82 -0.47 -0.57
C -0.92 0.68 -1.49
O -0.26 1.82 -1.00
C 1.10 1.60 -0.72
H -0.23 -1.92 2.23
H -1.04 -3.16 1.24
H 0.69 -2.82 1.00
H -1.97 0.97 -1.63
H -0.52 0.39 -2.48
H 1.66 1.31 -1.63
H 1.50 2.54 -0.34
H 1.23 0.82 0.03

119
Properties=species:S:1:pos:R:3 method="wB97M-V/def2-TZVPD" e_tot_ha=-3936.3950 spin_multiplicity=1 charge=+1 e_lumo_ha=-0.1129 homo_lumo_gap_ev=6.7
Sn -0.07 -0.14 0.66
C -3.34 4.19 -5.33
C -3.05 3.64 -3.98
C -4.05 3.43 -3.05
C -3.79 3.02 -1.73
C -4.99 2.47 -1.01
O -5.88 2.03 -1.74
C -5.18 2.46 0.45
C -5.29 3.65 1.17
C -5.65 3.66 2.53
C -5.96 2.45 3.15
C -5.89 1.25 2.44
C -5.49 1.27 1.11
C -2.48 2.85 -1.32
O -2.20 2.32 -0.05
C -1.46 2.93 -2.29
C -1.76 3.30 -3.59
C -0.09 2.41 -1.92
N 0.32 1.27 -2.33
C -0.47 0.47 -3.26
C -1.80 -0.05 -2.70
Te -2.62 -1.61 -3.90
C -2.22 -0.63 -5.75
C -1.02 -0.94 -6.38
C -0.70 -0.29 -7.58
C -1.58 0.63 -8.13
C -2.81 0.88 -7.50
C -3.13 0.25 -6.32
C 0.81 3.35 -1.18
C 0.41 4.67 -1.03
C 1.24 5.60 -0.40
C 2.48 5.22 0.11
C 2.88 3.91 -0.07
C 2.07 2.99 -0.71
H -4.37 3.95 -5.62
H -2.66 3.85 -6.06
H -3.21 5.30 -5.29
H -5.12 3.45 -3.29
H -5.08 4.60 0.71
H -5.73 4.60 3.07
H -6.25 2.49 4.18
H -6.10 0.28 2.91
H -5.50 0.37 0.55
H -0.95 3.41 -4.30
H 0.18 -0.38 -3.55
H -0.66 1.04 -4.18
H -2.54 0.74 -2.57
H -1.57 -0.50 -1.74
H -0.33 -1.64 -5.92
H 0.27 -0.52 -8.09
H -1.35 1.11 -9.07
H -3.52 1.55 -7.99
H -4.08 0.41 -5.79
H -0.49 5.04 -1.51
H 0.91 6.62 -0.23
H 3.08 5.95 0.64
H 3.80 3.62 0.38
H 2.43 2.01 -0.87
C 3.18 -4.22 5.73
C 2.05 -3.26 5.98
C 2.45 -2.34 7.15
C 0.78 -4.03 6.40
C 1.73 -2.39 4.78
C 0.85 -1.30 4.92
C 0.65 -0.48 3.87
N 1.17 -0.70 2.66
C 2.03 -1.68 2.46
C 2.27 -2.61 3.51
C 2.68 -1.72 1.13
C 3.99 -2.17 0.94
C 4.61 -1.92 -0.30
C 3.84 -1.36 -1.30
C 2.54 -0.93 -1.03
N 1.97 -1.10 0.15
C 6.11 -2.26 -0.50
C 6.62 -1.75 -1.86
C 6.36 -3.77 -0.41
C 6.91 -1.53 0.58
H 3.44 -4.76 6.65
H 4.10 -3.71 5.43
H 2.97 -4.96 4.94
H 2.85 -3.00 7.93
H 1.61 -1.80 7.59
H 3.22 -1.59 6.91
H 1.00 -4.52 7.38
H 0.50 -4.74 5.64
H -0.02 -3.31 6.53
H 0.36 -1.09 5.85
H -0.03 0.38 3.96
H 2.98 -3.41 3.41
H 4.55 -2.55 1.76
H 4.25 -1.20 -2.30
H 2.00 -0.43 -1.84
H 6.17 -2.29 -2.71
H 7.68 -1.88 -1.96
H 6.41 -0.69 -1.99
H 5.85 -4.32 -1.19
H 6.02 -4.15 0.55
H 7.43 -3.96 -0.52
H 6.77 -0.45 0.53
H 7.98 -1.77 0.48
H 6.59 -1.87 1.57
C -1.81 -3.93 1.84
C -2.01 -2.50 1.32
O -0.77 -2.04 0.85
C -2.49 -1.56 2.46
F -3.82 -1.63 2.61
F -1.96 -1.83 3.67
F -2.15 -0.24 2.26
C -3.06 -2.57 0.20
F -2.56 -3.12 -0.90
F -3.48 -1.30 -0.13
F -4.12 -3.27 0.61
H -0.90 -3.92 2.41
H -1.72 -4.65 1.01
H -2.68 -4.18 2.45
S -2.24 3.28 1.30
C -0.59 3.36 1.72
N 0.49 3.39 2.15